1.
The following is a quantum chemistry calculation of 2 unconnected molecules or ions with the total composition C3H10NS in a non-equilibrium geometry, from the OMol25 dataset.

The geometry in ORCA input format:
```
! RIJCOSX wB97M-V def2-TZVPD def2/J DEFGRID3
* xyz 1 1
C 0.96 1.80 0.28
N 1.57 1.38 -0.79
H 0.44 2.75 0.32
H 1.25 1.32 1.21
H 1.29 1.67 -1.72
H 1.98 0.46 -0.72
C -0.62 -1.54 -0.66
C -0.55 -1.09 0.79
S -1.17 0.60 1.05
H -1.65 -1.48 -1.04
H -0.05 -0.91 -1.34
H -0.32 -2.58 -0.77
H 0.47 -1.01 1.15
H -1.11 -1.81 1.39
H -2.49 0.43 0.84
*
```

Relative energy (zero: lowest compared OMol25 entry of this formula, charge and spin) ... 129.1 kJ/mol
LUMO energy ... -5.08 eV
Frontier orbital gap ... 8.628 eV
E_HOMO ... -13.711 eV

2.
The following is a quantum chemistry calculation of a single C5H12N4 molecule in a non-equilibrium geometry, from the OMol25 dataset.

The geometry in ORCA input format:
```
! RIJCOSX wB97M-V def2-TZVPD def2/J DEFGRID3
* xyz 0 1
H 0.04 -1.62 0.62
N 1.04 -1.98 0.61
C 1.75 -0.93 0.66
N 1.30 0.39 0.33
N 2.30 1.35 0.32
C -0.14 0.82 0.21
C -0.61 0.62 -1.34
C -1.52 -0.57 -1.22
N -2.20 -0.33 0.09
C -1.18 0.13 1.04
H 2.81 -1.11 0.59
H 2.90 1.26 -0.50
H 2.77 1.49 1.27
H 0.05 1.83 0.57
H 0.25 0.47 -2.00
H -1.18 1.50 -1.69
H -0.84 -1.45 -1.16
H -2.33 -0.77 -2.00
H -2.73 -1.19 0.37
H -0.81 -0.79 1.53
H -1.70 0.88 1.72
*
```

Relative energy (zero: lowest compared OMol25 entry of this formula, charge and spin) ... 285.9 kJ/mol
LUMO energy ... 0.91 eV
Frontier orbital gap ... 9.525 eV
SMILES ... [H]/N=C\N(N)[C@H]1CCNC1
E_HOMO ... -8.616 eV

3.
The following is a quantum chemistry calculation of a molecular structure, C24H19BrF4IN2O4Ru in a non-equilibrium geometry, from the OMol25 dataset.

The geometry in ORCA input format:
```
! RIJCOSX wB97M-V def2-TZVPD def2/J DEFGRID3
* xyz 1 5
Ru 1.35 0.62 0.52
C 2.84 2.85 -0.91
N 2.54 2.39 0.52
C 3.84 2.20 1.24
C 1.81 3.45 1.33
C 0.28 3.23 1.29
N 0.14 1.71 1.58
C -1.05 1.21 2.08
C -0.97 0.19 2.94
F 0.19 -0.17 3.46
C -2.11 -0.29 3.57
F -2.06 -1.26 4.40
C -3.34 0.16 3.18
C -3.42 1.13 2.23
F -4.53 1.61 1.76
C -2.28 1.56 1.58
F -2.44 2.52 0.72
H 3.45 3.76 -0.91
H 1.90 3.09 -1.44
H 3.42 2.01 -1.35
H 4.46 3.14 1.13
H 4.34 1.36 0.72
H 3.60 2.06 2.32
H 2.07 4.42 0.99
H 2.23 3.28 2.37
H -0.26 3.56 0.40
H -0.13 3.69 2.22
H -4.24 -0.24 3.67
Br -6.44 -1.56 -1.38
C -4.58 -1.25 -1.47
C -3.75 -2.19 -0.86
C -2.38 -1.90 -0.71
C -1.91 -0.65 -1.24
C -2.73 0.16 -2.03
C -4.03 -0.20 -2.21
C -0.66 -0.15 -0.83
O -0.11 0.95 -1.21
O 0.07 -0.80 0.08
H -4.18 -3.07 -0.33
H -1.71 -2.46 -0.09
H -2.32 1.06 -2.49
H -4.65 0.53 -2.66
I 0.21 -6.48 -1.81
C 1.25 -4.70 -1.82
C 1.71 -4.14 -0.61
C 2.12 -2.85 -0.52
C 2.43 -2.17 -1.78
C 2.05 -2.77 -2.97
C 1.38 -3.96 -2.99
C 2.96 -0.74 -1.65
O 3.49 -0.04 -2.47
O 2.74 -0.20 -0.39
H 1.55 -4.72 0.29
H 2.52 -2.50 0.37
H 2.24 -2.15 -3.82
H 1.11 -4.27 -3.99
*
```

<S²> ... 6.035
LUMO energy (alpha / beta) ... -4.12 / -8.13 eV
Frontier orbital gap (alpha / beta) ... 6.353 / 2.669 eV
E_HOMO (alpha / beta) ... -10.470 / -10.798 eV

4.
The following is a quantum chemistry calculation of a single C5H5NO molecule in a non-equilibrium geometry, from the OMol25 dataset.

The geometry in ORCA input format:
```
! RIJCOSX wB97M-V def2-TZVPD def2/J DEFGRID3
* xyz 0 1
N 0.68 -1.65 -2.22
C 0.48 -0.69 -1.61
C 0.23 0.53 -0.86
C 0.91 0.72 0.47
C -0.58 0.46 0.42
C -1.01 -0.88 0.91
O -1.81 -1.05 1.80
H 0.09 1.40 -1.49
H 1.54 -0.09 0.83
H 1.25 1.71 0.73
H -1.25 1.28 0.64
H -0.52 -1.74 0.40
*
```

Relative energy (zero: lowest compared OMol25 entry of this formula, charge and spin) ... 131.1 kJ/mol
LUMO energy ... 0.64 eV
Frontier orbital gap ... 10.921 eV
SMILES ... N#C[C@@H]1C[C@@H]1C=O
E_HOMO ... -10.279 eV

5.
The following is a quantum chemistry calculation of 2 unconnected molecules or ions with the total composition C30H41 in a non-equilibrium geometry, from the OMol25 dataset.

The geometry in ORCA input format:
```
! RIJCOSX wB97M-V def2-TZVPD def2/J DEFGRID3
* xyz 1 1
C -1.26 -6.26 1.35
C -1.86 -4.91 1.57
C -1.17 -3.85 2.03
C -1.74 -2.46 2.18
H -1.23 -1.72 1.46
C -3.24 -2.44 2.01
C -4.00 -1.23 2.47
C -3.93 -3.48 1.54
C -3.33 -4.83 1.26
H -2.01 -6.94 0.92
H -0.40 -6.25 0.67
H -0.91 -6.74 2.28
H -0.12 -3.98 2.33
H -1.50 -2.09 3.20
H -3.36 -0.51 2.99
H -4.51 -0.70 1.65
H -4.79 -1.55 3.16
H -5.02 -3.41 1.40
H -3.50 -5.11 0.20
H -3.86 -5.59 1.86
C -3.66 -0.73 -2.61
C -2.18 -0.49 -2.55
C -1.43 -1.05 -1.53
C -0.05 -0.88 -1.48
C 0.63 -1.53 -0.30
C 0.60 -0.10 -2.45
C 2.09 0.17 -2.33
C 2.92 -1.10 -2.60
C 2.45 0.83 -0.97
C 1.52 1.86 -0.45
C 1.86 2.81 0.53
C 1.26 4.12 0.48
C 0.49 4.56 -0.72
C 1.46 5.04 1.50
C 2.26 4.74 2.61
C 2.36 5.71 3.76
C 2.96 3.52 2.61
C 2.82 2.58 1.60
C 3.69 1.38 1.70
C -0.16 0.46 -3.50
C 0.47 1.30 -4.58
C -1.54 0.27 -3.53
H -4.08 -0.24 -3.50
H -3.87 -1.80 -2.67
H -4.17 -0.34 -1.72
H -1.92 -1.64 -0.75
H 1.71 -1.62 -0.36
H 0.40 -0.96 0.62
H 0.25 -2.55 -0.15
H 2.37 0.90 -3.10
H 2.65 -1.55 -3.57
H 3.99 -0.87 -2.63
H 2.77 -1.88 -1.85
H 2.49 0.06 -0.20
H 3.47 1.24 -1.03
H 0.59 1.99 -1.02
H 0.02 5.54 -0.54
H 1.17 4.67 -1.58
H -0.31 3.86 -1.00
H 1.01 6.04 1.43
H 3.02 5.31 4.54
H 2.75 6.69 3.44
H 1.37 5.88 4.20
H 3.66 3.34 3.43
H 4.39 1.50 2.53
H 3.14 0.45 1.89
H 4.30 1.26 0.80
H -0.30 1.62 -5.29
H 0.93 2.21 -4.18
H 1.23 0.75 -5.14
H -2.13 0.73 -4.33
*
```

LUMO energy ... -5.43 eV
Frontier orbital gap ... 4.894 eV
E_HOMO ... -10.323 eV

6.
The following is a quantum chemistry calculation of a molecular structure, C25H26N2OS2Y, from the OMol25 dataset.

The geometry in ORCA input format:
```
! RIJCOSX wB97M-V def2-TZVPD def2/J DEFGRID3
* xyz 1 1
Y 0.62 -0.20 -1.56
C 0.11 1.62 2.65
C 0.58 1.33 1.25
N -0.09 0.50 0.52
N -1.21 -0.07 1.13
C -1.68 -1.14 0.58
S -1.09 -2.04 -0.82
S -3.11 -1.92 1.21
C -3.51 -0.98 2.71
C -3.09 -1.72 3.96
C -1.75 -1.77 4.34
C -1.37 -2.47 5.47
C -2.31 -3.14 6.23
C -3.65 -3.11 5.86
C -4.03 -2.40 4.73
C 1.82 1.96 0.77
C 2.19 3.21 1.32
C 3.39 3.81 1.05
C 4.32 3.14 0.26
C 4.00 1.92 -0.29
C 2.75 1.33 -0.09
O 2.48 0.18 -0.72
H -0.03 0.67 3.17
H -0.86 2.10 2.63
H 0.82 2.22 3.21
H -4.59 -0.85 2.69
H -3.04 -0.01 2.61
H -1.01 -1.26 3.74
H -0.32 -2.50 5.76
H -2.01 -3.69 7.12
H -4.39 -3.63 6.45
H -5.08 -2.37 4.44
H 1.48 3.73 1.96
H 3.62 4.78 1.47
H 5.30 3.58 0.07
H 4.71 1.38 -0.90
C -1.78 1.71 -3.73
C -0.61 0.77 -3.92
C -0.82 -0.60 -4.05
C 0.26 -1.49 -4.19
C 0.01 -2.97 -4.32
C 1.56 -0.97 -4.20
C 1.80 0.40 -4.08
C 3.20 0.95 -4.09
C 0.70 1.26 -3.92
H -2.01 1.85 -2.67
H -2.68 1.30 -4.19
H -1.57 2.68 -4.16
H -1.83 -1.00 -4.04
H -0.03 -3.44 -3.33
H 0.81 -3.45 -4.89
H -0.94 -3.16 -4.81
H 2.40 -1.64 -4.31
H 3.58 1.03 -3.07
H 3.24 1.94 -4.54
H 3.87 0.29 -4.64
H 0.87 2.32 -3.82
*
```

Relative energy (zero: lowest compared OMol25 entry of this formula, charge and spin) ... 0.0 kJ/mol
LUMO energy ... -3.63 eV
Frontier orbital gap ... 7.088 eV
E_HOMO ... -10.721 eV

Number 1: electronic energy -572.95001 a.u., molar mass 92.2 g/mol. Number 2: electronic energy -416.63654 a.u., molar mass 128.2 g/mol. Number 3: electronic energy -4702.09234 a.u., molar mass 783.3 g/mol. Number 4: electronic energy -323.46977 a.u., molar mass 95.1 g/mol. Number 5: electronic energy -1167.44604 a.u., molar mass 401.7 g/mol. Number 6: electronic energy -1987.62267 a.u., molar mass 523.5 g/mol.